The following is a DFT calculation (ωB97M-V/def2-TZVPD) of a cluster of 4 separate species, C13H21BrClN3O6 in total at a distorted geometry.

XYZ file:
```
45
Properties=species:S:1:pos:R:3:forces:R:3
Br 1.656111 -4.120331 5.047356 2.3 0.9 -0.4
Cl 4.302445 -6.469576 4.496149 0.8 2.6 0.1
O -1.722024 0.468439 -2.151477 0.2 0.0 0.0
O -0.832072 2.939322 1.406043 -0.1 0.2 0.0
O 5.716487 -2.465332 4.532639 -2.6 -2.6 0.0
O 3.759200 -1.528950 3.900586 0.4 0.1 1.8
O 6.798030 -4.331754 5.171116 0.0 0.3 -1.8
O 1.157754 -2.107517 -1.195782 0.0 -0.2 0.1
N -2.013697 -0.689458 -4.095288 -0.4 0.4 0.3
N 1.308349 -0.345553 0.255451 -0.1 -0.2 -0.8
N -2.673001 3.879468 0.459220 0.2 0.2 0.5
C -0.661366 -1.220780 -4.069822 0.0 0.1 0.3
C 3.566570 -3.730734 4.748029 1.8 -2.5 0.4
C -1.756281 3.727327 1.444571 -0.4 0.1 -0.3
C 4.304280 -2.393562 4.533471 -1.9 1.0 -3.5
C 1.173540 1.084516 0.468970 0.2 -0.4 0.3
C 5.854111 -3.871597 4.583767 1.8 -1.7 3.9
C -2.412579 0.130857 -3.092386 0.0 -0.4 -0.4
C 1.064854 -0.917007 -0.949268 0.1 0.5 0.4
C 4.555657 -4.697425 4.568877 -2.7 2.0 -0.4
C 1.714695 -1.188547 1.362803 -0.1 -0.1 -0.2
C -2.891808 -1.052117 -5.188923 0.3 0.0 0.1
C -3.760107 4.832053 0.550417 0.1 -0.2 -0.2
C -2.548595 3.049352 -0.726976 0.2 -0.1 0.3
H 0.051008 -0.392879 -4.076150 0.1 -0.1 0.0
H -3.453186 0.478031 -3.204510 -0.1 0.0 -0.1
H -0.487850 -1.859154 -4.934941 -0.1 0.1 0.0
H 0.762380 -0.187932 -1.717617 0.0 0.0 0.1
H -1.579677 3.234534 -1.194182 -0.1 -0.2 -0.1
H -4.711446 4.298268 0.486202 -0.1 0.2 0.0
H -3.685393 5.542400 -0.276559 -0.2 0.1 0.1
H -2.445572 -0.725309 -6.131210 -0.1 -0.1 -0.1
H 2.137004 1.489929 0.790767 -0.1 0.1 0.0
H -0.516267 -1.797474 -3.153519 0.2 0.0 -0.1
H 0.938243 -1.934191 1.550395 0.1 -0.1 0.1
H 1.872938 -0.591382 2.259027 0.0 0.0 -0.1
H -3.868591 -0.581626 -5.075108 0.1 0.0 0.1
H -3.017597 -2.137282 -5.203456 -0.1 0.0 -0.1
H -1.923593 4.393763 2.306526 -0.1 0.0 0.0
H -3.345471 3.271071 -1.436285 0.0 0.1 0.1
H 0.862291 1.586541 -0.446550 -0.1 -0.1 0.1
H 2.639601 -1.706501 1.098940 0.0 -0.1 0.2
H 0.429791 1.260285 1.240674 0.1 0.1 -0.1
H -3.720582 5.377636 1.493429 0.1 -0.1 0.0
H -2.598581 2.000181 -0.435415 0.1 0.0 -0.2
```
Forces are in eV/Å.

Calculated values
SMILES = O=C1OC(=O)C(Br)=C1Cl.CN(C)C=O.CN(C)C=O.CN(C)C=O
E_HOMO = -8.4 eV
F_max = 4.61 eV Å⁻¹
charge = 0
2S+1 = 1
electronic energy = -113139.5530 eV

The following is a DFT calculation (ωB97M-V/def2-TZVPD) of a structure of composition C4H7CsO3 at a distorted geometry.

XYZ file:
```
15
Properties=species:S:1:pos:R:3:forces:R:3
Cs -2.704458 5.294418 0.063699 0.1 -0.4 -0.1
O -1.945633 1.770630 -1.383064 -1.3 -0.1 0.5
O -0.755062 -0.124927 -1.414526 -2.9 -0.4 0.5
O -0.885348 1.176058 0.406485 0.5 -0.1 2.8
C 1.038105 -0.475937 -0.188399 2.0 2.3 5.4
C 0.891411 -1.991091 -0.113533 -0.5 -0.4 -2.0
C -1.337088 0.829717 -0.828568 2.5 0.9 -3.5
C -0.038179 0.265160 1.169603 0.8 -0.5 -4.6
H 0.679172 -2.415438 -1.105375 -0.2 -0.1 0.2
H 2.136479 -0.409885 -0.045456 0.6 -0.2 2.1
H 1.832632 -2.452835 0.214074 -0.2 0.2 0.0
H -0.707552 -0.570727 1.430045 0.8 0.3 0.9
H 1.208535 0.503932 -0.655747 -1.9 -1.0 -2.2
H 0.111174 -2.336958 0.578349 0.0 0.4 -0.3
H 0.475812 0.937883 1.872414 -0.3 -0.9 0.1
```
Forces are in eV/Å.

Calculated values
E_HOMO (spin up / spin down) = -0.9 / -4.2 eV
F_max = 6.23 eV Å⁻¹
charge = -1
2S+1 = 2
electronic energy = -10948.3292 eV

The following is a DFT calculation (ωB97M-V/def2-TZVPD) of the molecule C20H31N3O3S.

XYZ file:
```
58
Properties=species:S:1:pos:R:3:forces:R:3
S -2.367797 1.122086 -0.873643 -0.1 -0.3 0.5
O -3.797162 1.227980 -0.935494 -0.1 -0.2 0.1
O -1.577995 2.184912 -1.431789 0.2 -0.3 0.0
O 1.143263 -3.879708 -4.043308 0.2 0.1 -0.1
N -0.872309 -4.149108 -3.051432 0.0 0.1 0.0
N 0.963495 2.896578 1.786340 -0.2 -0.1 -0.1
N -2.003244 0.857785 0.744567 -0.5 0.1 -0.8
C -0.234504 -1.740465 -2.778117 0.1 -0.1 -0.1
C -1.060648 -2.841662 -2.607307 -0.1 0.5 0.2
C 0.213859 -4.600355 -3.754821 -0.2 -0.3 0.1
C -2.969068 -4.061686 -1.889145 0.0 0.0 0.0
C -2.013105 -4.978802 -2.671327 -0.2 -0.6 0.0
C -2.678853 -1.527014 -1.396208 0.0 -0.2 -0.1
C -2.276181 -2.732698 -1.921112 0.1 0.2 0.0
C 1.139260 2.878554 3.234568 0.2 -0.1 0.2
C -0.400452 2.665308 1.353978 0.1 -0.3 -0.1
C -0.650377 -0.526104 -2.249955 0.0 0.1 0.0
C 0.160419 -6.067992 -4.140080 0.4 0.0 -0.2
C 2.675427 1.817329 4.964494 0.1 0.2 -0.2
C 1.612707 4.031371 1.158700 -0.1 0.3 -0.1
C 1.152671 5.379410 1.721985 0.3 -0.2 0.0
C -0.653291 1.161157 1.165355 0.4 0.3 0.0
C 0.745761 4.214607 3.892919 0.1 -0.1 -0.1
C 1.420872 5.409265 3.223362 -0.2 0.0 -0.1
C 1.400346 -6.469208 -4.928689 -0.2 0.1 0.1
C -1.849801 -0.430362 -1.573939 -0.1 0.6 0.1
C 2.572500 2.444628 3.579301 -0.2 -0.1 0.2
H 0.013754 0.776958 0.392813 0.2 0.0 0.1
H -3.612298 -1.403130 -0.872391 -0.2 -0.1 0.1
H 0.697129 -1.830710 -3.309975 0.0 0.0 0.0
H 2.294115 -6.293419 -4.336415 0.1 0.0 0.0
H -0.737026 -6.246149 -4.737538 -0.1 0.0 0.1
H 1.043462 6.336953 3.660548 0.1 0.0 0.0
H -3.951332 -4.004313 -2.359102 0.0 -0.1 0.0
H -1.674981 -5.819195 -2.058285 -0.1 0.0 -0.1
H -0.053983 0.364000 -2.371528 0.1 0.1 -0.1
H 0.995801 4.185634 4.954335 -0.1 0.0 0.1
H -1.148004 3.058744 2.061973 0.0 0.0 0.0
H -2.494348 -5.382388 -3.567214 0.0 0.0 0.1
H 0.083187 -6.671132 -3.232005 -0.1 0.0 0.0
H -0.567779 3.146776 0.389537 0.0 0.1 0.1
H 0.084015 5.505509 1.534234 -0.1 0.1 0.0
H -0.337684 4.337803 3.814308 0.0 0.0 0.1
H 2.036714 0.939558 5.036691 -0.1 -0.1 0.0
H 1.423059 3.979278 0.084795 0.1 0.0 0.0
H 2.376238 2.522183 5.736796 0.0 0.0 0.2
H 1.477034 -5.873820 -5.834325 0.1 0.0 -0.1
H 2.884273 1.716218 2.828898 0.0 0.1 -0.1
H -3.110308 -4.404988 -0.863440 0.0 0.0 0.0
H 1.683165 6.191461 1.222134 0.0 0.0 -0.1
H 2.689937 3.924624 1.314957 0.1 0.1 -0.1
H 1.354247 -7.521243 -5.198493 0.0 -0.1 0.0
H -0.451798 0.619398 2.094236 0.0 0.0 -0.1
H 0.469631 2.100330 3.619496 0.0 0.0 0.0
H 3.251360 3.295107 3.522609 0.1 0.0 -0.1
H 2.498355 5.377329 3.398331 0.1 0.1 0.0
H -2.711638 1.275120 1.330351 -0.3 0.1 -0.1
H 3.699913 1.511698 5.164466 0.1 0.0 0.1
```
Forces are in eV/Å.

Calculated values
SMILES = CCC(=O)N1CCc2cc(S(=O)(=O)NCCN3CCCC[C@@H]3CC)ccc21
E_HOMO = -8.1 eV
F_max = 0.91 eV Å⁻¹
charge = 0
2S+1 = 1
electronic energy = -42691.7050 eV

The following is a DFT calculation (ωB97M-V/def2-TZVPD) of a cluster of 4 separate species, C25H29BF3O5 in total.

XYZ file:
```
63
Properties=species:S:1:pos:R:3:forces:R:3
F 0.446214 1.501274 -2.919558 0.0 0.0 0.0
F 0.601009 -3.988508 -3.796868 0.0 0.0 0.0
F -4.055049 -0.031744 3.122143 0.0 -0.1 0.0
O -1.538491 1.736169 3.620697 0.0 0.4 0.1
O 3.465891 1.149564 1.909133 0.0 -0.1 0.2
O -1.820081 3.110754 5.380648 0.1 0.0 0.2
O 3.451752 -1.270139 2.111173 -0.1 0.1 -0.1
O 1.473947 0.061427 1.441006 0.0 0.0 0.3
C 1.366317 1.720200 -6.394228 0.0 0.0 0.0
C -1.304649 3.369013 1.814918 -0.1 -0.1 -0.2
C -0.457133 0.383797 -4.774168 0.0 0.0 0.0
C -1.992205 2.086634 2.287586 -0.1 -0.1 0.2
C 2.503914 -3.916219 -2.407796 0.0 0.0 0.0
C 1.364769 1.957735 -5.027351 0.0 0.0 0.0
C -0.419357 3.202673 0.561276 0.0 0.0 0.0
C 0.882913 -2.119462 -2.384141 0.0 0.0 0.0
C 0.450221 1.280338 -4.245104 0.0 0.0 0.0
C 1.134700 1.413555 1.605037 0.1 -0.1 -0.2
C 2.501719 2.147455 1.753058 0.0 0.1 -0.1
C 0.467696 0.823132 -6.955367 0.0 0.0 0.0
C -1.608117 -2.691063 3.018477 0.1 0.0 0.0
C 2.818562 -2.015736 -0.948311 0.1 0.0 0.0
C 1.635974 -1.463646 -1.418357 0.0 0.1 -0.1
C -2.258665 2.324241 4.600711 -0.2 -0.3 -0.1
C 0.311241 1.867156 0.411569 0.0 0.0 0.0
C -3.808747 -3.607646 2.716707 0.0 0.0 0.0
C -0.440667 0.158451 -6.142829 0.0 0.0 0.0
C 3.246451 -3.239256 -1.445441 0.0 0.0 0.0
C -4.357725 -2.337169 2.821831 0.0 0.0 0.0
C -2.134652 -1.410890 3.123419 0.0 0.0 0.1
C -2.435521 -3.786817 2.814822 0.0 0.0 0.0
C -3.504580 -1.271102 3.025448 0.0 0.0 0.0
C 1.336528 -3.334864 -2.853428 0.0 0.0 0.0
B 2.691530 -0.047877 2.322735 0.2 0.1 0.2
H 0.311446 4.015779 0.552537 0.0 0.0 0.0
H 0.478378 0.639000 -8.021427 0.0 0.0 0.0
H 2.058366 2.645055 -4.563092 0.0 0.0 0.0
H -0.727719 3.758033 2.653645 0.1 -0.1 0.0
H -2.009661 -4.777402 2.726660 0.0 0.0 0.0
H 2.080429 2.237078 -7.022394 0.0 0.0 0.0
H 3.370498 -1.496335 -0.175081 0.0 -0.1 0.1
H 2.902602 -1.973572 2.464314 0.1 -0.1 0.0
H -0.398573 1.069180 0.167798 0.0 0.0 0.0
H 2.814692 -4.873084 -2.806294 0.0 0.0 0.0
H 0.587554 1.536408 2.549511 -0.1 0.1 -0.1
H 4.166434 -3.677133 -1.077894 0.0 0.0 0.0
H 1.317418 -0.513825 -1.009515 -0.1 -0.1 0.0
H -3.081646 2.176907 2.314305 0.0 0.0 0.0
H -5.423123 -2.166263 2.748348 0.0 0.0 0.0
H -4.459222 -4.457415 2.552746 0.0 0.0 0.0
H 2.468420 2.825342 2.621134 0.0 0.0 0.0
H -1.496332 -0.553300 3.291334 0.0 0.0 0.0
H 2.732434 2.746289 0.856967 0.0 0.0 0.0
H -1.152992 -0.122310 -4.119532 0.0 0.0 0.0
H -1.140673 -0.545938 -6.573176 0.0 0.0 0.0
H -2.066569 4.120704 1.592285 0.0 0.1 0.1
H 0.984157 1.936850 -0.447075 0.0 0.0 0.0
H -3.296919 1.945361 4.646758 0.0 0.2 -0.1
H -1.048157 3.344420 -0.323712 0.1 0.0 0.0
H -0.535756 -2.818876 3.085196 0.0 0.0 0.0
H -0.039663 -1.706064 -2.769309 0.0 0.0 0.0
H -1.746732 1.234421 1.659400 0.0 0.0 0.1
H 2.315067 0.068477 3.532400 0.0 -0.1 -0.2
```
Forces are in eV/Å.

Calculated values
E_HOMO = -4.6 eV
F_max = 0.38 eV Å⁻¹
charge = -1
2S+1 = 1
electronic energy = -45465.0181 eV

The following is a DFT calculation (ωB97M-V/def2-TZVPD) of a structure of composition C2H3O2Y at a distorted geometry.

XYZ file:
```
8
Properties=species:S:1:pos:R:3:forces:R:3
Y 2.914617 0.075843 -0.403966 -1.6 -1.3 0.6
O 1.428773 -1.632881 0.404798 1.7 0.5 -0.6
O 0.237453 0.055106 -0.294828 3.4 -1.1 -0.8
C -1.056917 0.684564 -0.019516 -2.4 -3.0 1.6
C 0.338619 -1.145862 0.217719 0.3 0.8 -0.2
H -1.683397 0.481201 -0.888947 0.0 0.6 -0.1
H -0.836663 1.721152 0.231296 -0.6 -0.3 0.5
H -1.342485 -0.239126 0.753443 -0.8 3.6 -0.9
```
Forces are in eV/Å.

Calculated values
E_HOMO (spin up / spin down) = -24.8 / -25.3 eV
F_max = 4.12 eV Å⁻¹
charge = +3
2S+1 = 2
electronic energy = -7219.7980 eV

The following is a DFT calculation (ωB97M-V/def2-TZVPD) of a structure of composition C40H44BN13OSTi.

XYZ file:
```
101
Properties=species:S:1:pos:R:3:forces:R:3
Ti 0.057868 -0.231547 -0.491160 -0.6 -0.3 -0.1
S -2.068350 -1.653289 -1.867214 0.2 0.2 0.2
O 0.746654 -1.679369 -1.546118 0.0 0.1 -0.1
N -0.480458 -1.416576 0.986083 0.1 0.0 0.1
N 2.105781 -3.173240 -2.620057 -0.1 0.0 0.1
N -3.356858 0.459591 -2.848309 -0.1 0.0 0.1
N 2.147818 -4.527927 -2.835314 0.0 0.1 0.0
N -2.835243 -1.005409 1.341832 0.0 -0.1 0.0
N 2.091053 -0.546001 0.257222 0.0 0.1 -0.1
N -1.902070 0.773548 0.050763 0.2 0.1 0.0
N 0.789796 2.210522 -2.357994 0.1 0.0 -0.1
N 0.242143 0.976494 -2.236968 -0.1 0.0 0.2
N -4.588368 -1.463429 -2.672296 0.1 0.0 0.1
N 0.558138 1.520294 0.603303 0.1 0.0 0.0
N 1.599144 -2.633116 1.298793 -0.1 -0.1 0.1
N 0.945740 2.742240 0.193915 0.0 0.0 0.0
C 0.264522 -4.079172 -1.748667 0.0 0.1 -0.1
C 3.245275 -2.323081 -2.780674 0.0 0.0 -0.1
C -1.798575 -1.740149 1.362165 -0.2 0.0 0.0
C -3.020106 2.901976 0.090518 0.0 0.0 -0.1
C 0.537848 1.533943 1.948714 0.0 0.0 -0.1
C 3.025523 0.361716 -0.095197 0.0 0.0 0.0
C -0.539516 -3.615637 1.782647 0.0 -0.1 0.0
C 3.094431 -5.128324 -3.768493 0.0 0.0 0.1
C -1.288756 -5.703918 2.594222 -0.1 0.0 0.0
C -4.412625 1.209041 -3.528414 0.0 0.0 -0.2
C -0.232962 -4.909093 2.172727 0.0 0.1 0.0
C 0.055836 0.503852 -3.490443 0.1 0.0 0.0
C -2.891227 -3.910142 2.261768 0.1 0.0 0.0
C 0.743628 -6.521442 -2.493456 0.0 0.0 0.0
C 0.909872 2.782747 2.412141 0.0 0.0 0.0
C 0.328089 -2.523877 1.322334 0.1 0.0 -0.1
C 5.428911 -0.681750 -3.101388 0.0 0.0 0.0
C 0.968688 -2.882702 -1.933637 0.1 -0.1 0.1
C 1.160461 3.514895 1.262137 0.0 0.0 0.0
C -5.517994 1.709239 -2.610729 0.0 0.0 0.0
C -2.836398 0.294076 0.888634 0.0 0.0 0.0
C 2.468204 -1.616659 0.970397 0.1 0.0 0.0
C 1.024375 -5.071273 -2.338160 0.0 0.0 0.0
C -5.318144 -2.921367 -0.806984 0.0 0.0 0.0
C -3.440595 -0.818921 -2.468947 -0.1 -0.1 -0.2
C 4.338431 0.269487 0.291590 0.0 0.0 0.0
C 4.396840 -2.584736 -2.053356 0.0 0.0 0.0
C -2.027458 2.061775 -0.344127 -0.1 0.0 0.0
C -1.831575 -3.131888 1.825723 0.0 0.0 0.0
C 3.790900 -1.759780 1.412909 -0.1 0.1 0.0
C 0.482845 1.434050 -4.416798 0.0 -0.1 0.0
C -4.878081 -2.840021 -2.258146 0.0 0.0 -0.1
C 0.946830 2.495962 -3.648437 0.0 0.0 0.1
C -2.597351 -5.212392 2.639600 0.0 0.0 0.0
C 4.262786 -0.422157 -3.809445 0.0 0.0 0.0
C -3.897605 1.089348 1.346736 0.1 0.0 -0.1
C 3.163928 -1.256143 -3.662125 0.0 0.0 0.0
C 4.724972 -0.806077 1.088721 0.0 0.0 0.0
C -3.979515 2.407119 0.971338 0.0 -0.1 0.0
C 5.497965 -1.760386 -2.230169 0.0 0.0 0.0
B 1.105502 3.291485 -1.258940 0.0 0.0 0.0
H -1.101266 -6.722304 2.907990 0.0 0.0 0.0
H 5.745535 -0.897163 1.437191 0.0 0.0 0.0
H 4.425336 -3.422063 -1.366273 0.0 0.0 0.0
H 2.246253 3.633772 -1.419037 0.0 0.0 0.0
H 0.255363 0.648254 2.492396 0.0 0.0 0.0
H -5.658715 -3.203292 -2.925696 0.0 0.0 0.0
H -6.279504 2.229195 -3.191115 0.0 0.0 0.0
H 0.465741 1.356963 -5.489998 0.0 0.0 0.0
H 0.327036 4.197740 -1.402344 0.0 0.0 0.0
H -3.389301 -5.862143 2.987529 0.0 0.0 0.0
H -3.924707 2.042033 -4.032683 0.0 0.0 0.1
H 3.695937 -4.337088 -4.204768 0.0 0.0 0.0
H 1.472978 4.537907 1.129817 0.0 0.0 0.0
H 2.555247 -5.645689 -4.559295 0.0 0.0 0.0
H 2.697420 1.192072 -0.705376 0.0 0.0 0.0
H 0.531748 -6.767624 -3.535831 0.0 0.0 0.0
H 4.029626 -2.626806 2.011111 0.0 0.0 0.0
H -3.894658 -3.509737 2.310049 0.0 0.0 0.0
H 6.411941 -1.960240 -1.686324 0.0 0.0 0.0
H 3.749104 -5.821625 -3.244218 0.0 0.0 0.0
H -3.033174 3.925155 -0.258434 0.0 0.0 0.0
H -5.117397 2.402026 -1.874205 0.0 0.0 0.0
H 6.293204 -0.044705 -3.236341 0.0 0.0 0.0
H -6.002748 0.893601 -2.071408 0.0 0.0 0.0
H -4.612699 0.629439 2.012508 0.0 0.0 0.0
H -6.227810 -2.341059 -0.643433 0.0 0.0 0.0
H -4.776474 3.037877 1.342574 0.0 0.0 0.0
H -4.816914 0.588908 -4.334292 0.0 0.0 0.0
H 5.036613 1.031622 -0.023418 0.0 0.0 0.0
H -5.353462 -0.946864 -3.074811 0.0 0.0 0.0
H 1.367882 3.445342 -3.938388 0.0 0.0 0.0
H -3.991748 -3.442974 -2.442418 0.0 0.0 0.0
H 1.594744 -7.121493 -2.170235 0.0 0.0 0.0
H -2.463244 0.898312 -2.702891 0.0 0.0 -0.1
H 0.785027 -5.274369 2.155654 0.0 0.0 0.0
H 4.213931 0.415031 -4.492851 0.0 0.0 0.0
H -0.121199 -6.798595 -1.896394 0.0 0.0 0.0
H -0.367903 -0.479314 -3.616406 0.0 0.0 -0.1
H -4.538791 -2.544780 -0.143793 0.0 0.0 0.0
H 2.254753 -1.088395 -4.223966 0.0 0.0 0.0
H 0.990036 3.110418 3.433263 0.0 0.0 0.0
H -0.689160 -4.194487 -1.264423 0.0 0.0 0.0
H -1.285085 2.435696 -1.030670 0.0 0.0 0.0
H -5.532649 -3.957026 -0.539629 0.0 0.0 0.0
```
Forces are in eV/Å.

Calculated values
E_HOMO = -13.2 eV
F_max = 0.66 eV Å⁻¹
charge = +2
2S+1 = 1
electronic energy = -98233.4396 eV

Question: What is the charge in the sixth record?
Answer: +2

Question: Among the records above, which one has the lowest F_max?
Answer: C25H29BF3O5

Question: Number 4 is which compound?
Answer: C25H29BF3O5

Question: Number 3 is which compound?
Answer: C20H31N3O3S